[1]
This record from OMol25 describes a cluster of 22 separate species, C9H63N3O23 in total. The level of theory is the ωB97M-V functional and the def2-TZVPD basis.

Structure (ORCA input):
```
! RIJCOSX wB97M-V def2-TZVPD def2/J DEFGRID3
* xyz 0 1
N 2.539 -1.599 0.660
C 2.346 -0.138 0.648
C 0.992 0.244 0.039
C 1.138 0.443 -1.477
C -0.115 0.922 -2.199
C -0.635 2.247 -1.633
O -1.673 2.088 -0.654
C -2.931 2.002 -1.123
O -3.192 1.932 -2.315
N -3.853 2.000 -0.044
C -3.766 0.713 0.705
C -4.498 -0.465 0.029
C -5.662 -0.096 -0.880
N -6.348 -1.278 -1.454
H 3.429 -1.803 1.105
H 2.629 -1.926 -0.298
H 2.425 0.202 1.683
H 3.138 0.366 0.080
H 0.613 1.157 0.513
H 0.264 -0.555 0.241
H 1.469 -0.510 -1.912
H 1.939 1.167 -1.631
H -0.919 0.180 -2.144
H 0.100 1.140 -3.245
H 0.195 2.761 -1.138
H -0.972 2.910 -2.431
H -3.512 2.716 0.590
H -4.215 0.880 1.680
H -2.726 0.435 0.896
H -3.794 -1.116 -0.504
H -4.918 -1.074 0.841
H -6.385 0.494 -0.301
H -5.319 0.537 -1.698
H -5.970 -2.122 -1.040
H -6.150 -1.321 -2.447
O 0.653 -3.995 -0.421
H 1.149 -3.308 0.055
H 0.975 -3.953 -1.327
O -0.940 1.951 -5.326
H -1.253 1.222 -5.869
H -1.609 2.028 -4.635
O 1.897 -5.583 1.699
H 1.875 -4.760 2.197
H 1.522 -5.351 0.835
O -8.688 0.670 -2.039
H -7.843 0.220 -1.891
H -8.460 1.589 -2.219
O 3.289 2.733 -2.419
H 3.664 3.408 -1.839
H 3.750 2.845 -3.257
O 4.867 0.735 2.136
H 5.061 0.529 3.059
H 5.748 0.720 1.748
O 0.271 -8.095 1.167
H 0.800 -7.430 1.627
H 0.568 -8.046 0.255
O 1.150 5.205 -0.282
H 0.813 6.022 -0.661
H 0.364 4.662 -0.170
O -1.108 -0.229 2.645
H -0.656 -0.555 3.428
H -0.407 -0.087 1.999
O -5.402 0.595 3.723
H -6.270 0.660 4.130
H -4.821 0.279 4.421
O 3.282 -7.525 4.067
H 2.512 -7.173 3.607
H 3.927 -7.658 3.363
O -4.115 2.700 -5.176
H -4.095 2.267 -4.312
H -4.887 3.271 -5.137
O -9.518 3.480 -3.422
H -10.033 3.023 -4.094
H -10.055 3.418 -2.625
O 4.347 -4.768 4.399
H 5.253 -4.760 4.720
H 4.137 -5.701 4.243
O 6.245 2.258 -1.229
H 6.828 1.841 -1.871
H 5.359 1.969 -1.480
O -6.222 -0.043 -4.168
H -7.093 0.365 -4.214
H -5.829 0.115 -5.033
O 8.090 1.187 1.111
H 7.485 1.573 0.464
H 8.916 1.056 0.637
O -1.667 5.628 -3.089
H -1.126 5.178 -3.746
H -2.547 5.257 -3.210
O 6.975 -0.344 3.790
H 7.132 -0.534 4.720
H 7.854 -0.344 3.398
O 9.445 0.585 5.101
H 10.292 0.387 5.510
H 9.566 1.431 4.660
O 4.633 -1.905 5.653
H 4.309 -2.629 5.103
H 3.974 -1.819 6.347
*
```

DFT total energy in eV: -61919.228
LUMO energy in eV: 0.069
Relative energy (zero: lowest compared OMol25 entry of this formula, charge and spin) in kcal per mole: 0.0
Highest occupied orbital energy in eV: -8.89
Kohn-Sham gap in eV: 8.96

Atom charges from the Mulliken analysis, given in e for atoms 1 to 2: N -0.52; C -0.68

=====

[2]
This record from OMol25 describes the ion C3H10INP with charge +1. The level of theory is the ωB97M-V functional and the def2-TZVPD basis.

Structure (ORCA input):
```
! RIJCOSX wB97M-V def2-TZVPD def2/J DEFGRID3
* xyz 1 1
C 0.000 -1.696 -0.329
N -0.020 -0.351 0.355
C 1.392 0.276 0.435
C -1.206 0.413 -0.096
P -0.915 1.856 -1.122
I -0.449 1.027 -3.260
H -0.990 -2.115 -0.413
H 0.346 -1.613 -1.290
H 0.800 -2.191 0.212
H -0.206 -0.718 1.279
H 1.826 0.663 -0.477
H 1.509 1.001 1.232
H 2.020 -0.569 0.595
H -1.461 0.971 0.863
H -0.174 3.062 -1.092
H -2.191 2.161 -1.401
*
```

DFT total energy in eV: -22142.979
LUMO energy in eV: -3.696
Relative energy (zero: lowest compared OMol25 entry of this formula, charge and spin) in kcal per mole: 47.8
Highest occupied orbital energy in eV: -13.12
SMILES string: C[NH+](C)C=[PH2]I
Kohn-Sham gap in eV: 9.42

Atom charges from the Mulliken analysis, given in e for atoms 1 to 2: C -0.94; N 0.07

=====

[3]
This record from OMol25 describes an isolated molecule of C5H6S2. The level of theory is the ωB97M-V functional and the def2-TZVPD basis.

Structure (ORCA input):
```
! RIJCOSX wB97M-V def2-TZVPD def2/J DEFGRID3
* xyz 0 1
C 0.608 1.668 0.582
C 1.828 1.589 0.199
C -1.096 -0.742 -0.975
C -1.471 -1.150 0.436
C -0.120 -0.663 0.125
S 2.581 0.084 -0.490
S 1.424 -1.348 0.397
H -0.142 2.275 1.014
H 2.604 2.340 0.153
H -0.968 -1.516 -1.721
H -1.510 0.173 -1.372
H -2.133 -0.509 0.999
H -1.606 -2.201 0.654
*
```

DFT total energy in eV: -26947.949
LUMO energy (spin up / spin down) in eV: 0.004 / 0.005
Relative energy (zero: lowest compared OMol25 entry of this formula, charge and spin) in kcal per mole: 91.7
Highest occupied orbital energy (spin up / spin down) in eV: -8.02 / -8.02
Kohn-Sham gap (spin up / spin down) in eV: 8.03 / 8.02

Atom charges from the Mulliken analysis, given in e for atoms 1 to 2: C -0.35; C -0.27